C5H6N | ωB97M-V/def2-TZVPD

As for the gap between HOMO and LUMO: 8.5 eV. The calculation puts the relative energy (zero: lowest compared OMol25 entry of this formula, charge and spin) at 6.4388 eV. The net charge is +1. The value obtained for the HOMO energy is -12.678 eV. For the molar mass, the calculation gives 80.11 g/mol. The calculated total energy comes out at -6758.7387 eV.

Each line ends with the Mulliken charge.
Geometry (Å):
N -1.01 0.58 0.39  -0.45
C -1.92 -0.01 -0.59  -0.07
C 1.48 0.75 0.01  0.02
C 1.97 -0.48 0.47  -0.13
C 1.70 -0.34 -0.85  -0.24
C -1.64 -0.74 0.44  -0.28
H -2.40 0.27 -1.49  0.38
H -1.40 1.30 1.01  0.22
H 1.68 -0.76 -1.83  0.39
H 1.33 1.80 0.14  0.41
H 2.30 -1.06 1.30  0.40
H -1.72 -1.57 1.10  0.34